w) Below is a 2-piece molecular cluster, C7H15N overall, with properties calculated with the ωB97M-V functional and the def2-TZVPD basis.

The calculation puts the frontier orbital gap at 10.0 eV. The SMILES is C=CC=C.CC(C)N. The spin multiplicity is 1.

```
23
Properties=species:S:1:pos:R:3:lowdin_charge:R:1
C 0.0426 2.5051 0.0968 0.01
C 0.2385 1.7899 -1.0022 -0.21
C 0.9313 2.2640 -2.1946 -0.20
C 1.0569 1.5297 -3.2965 0.01
H 0.3815 3.5305 0.1719 0.06
H -0.4734 2.0989 0.9564 0.05
H -0.1158 0.7651 -1.0230 0.08
H 1.3161 3.2790 -2.1976 0.10
H 1.5617 1.9322 -4.1659 0.05
H 0.6714 0.5202 -3.3456 0.06
C -1.7165 -1.7139 0.6305 -0.09
C -0.4785 -2.1639 1.4082 -0.52
C 0.7765 -1.5597 0.7899 -0.08
N -0.5319 -1.8096 2.8255 0.02
H -1.6679 -2.0476 -0.4095 0.07
H -2.6369 -2.1155 1.0642 0.07
H -1.7980 -0.6196 0.6329 0.07
H -0.4387 -3.2549 1.3136 0.12
H 1.6343 -1.7686 1.4320 0.08
H 0.9817 -2.0031 -0.1841 0.08
H 0.6490 -0.4813 0.6920 0.05
H -1.4868 -1.8139 3.1651 0.06
H -0.1805 -0.8670 2.9546 0.06
```



x) Below is C7H15N as an isolated structure, with properties calculated with the ωB97M-V functional and the def2-TZVPD basis.

The calculation puts the frontier orbital gap at 9.3 eV. The spin multiplicity is 1.

```
23
Properties=species:S:1:pos:R:3:lowdin_charge:R:1
C -2.0461 -0.1586 0.3285 -0.15
C -1.4008 -1.5170 -0.0477 -0.20
C 0.0085 -1.0558 -0.0775 -0.36
C 1.3649 -1.5597 0.0046 -0.18
C 1.7490 0.9906 0.2732 -0.15
C 0.0678 1.7630 0.0589 -0.17
C -1.2070 1.0761 -0.3920 -0.29
H -2.0617 -0.1434 1.4632 0.13
H -3.0934 0.1636 -0.1410 0.13
H -1.4133 -2.0093 -1.1383 0.15
H -1.5564 -2.4518 0.4711 0.09
H 0.0000 -0.5471 0.7827 0.05
H 0.0386 -0.2786 -0.8371 0.08
H 1.5273 -1.6078 1.1406 0.10
H 2.2474 -2.5806 -0.1937 0.20
H 2.3820 -0.3067 -1.2073 0.07
H 2.2106 1.9401 -0.0359 0.09
H 1.8876 0.6832 1.2890 0.08
H -0.0817 2.4362 1.1483 0.15
H 0.3170 2.6453 -0.6129 0.08
H -1.0083 0.8886 -1.4131 0.07
H -2.1165 1.9095 -0.6218 0.15
N 2.1844 -0.2798 -0.2417 -0.13
```



Most stable to least stable, the ends of the list are w) and x).